C35H36CoN2O2P2S3 as an isolated structure at a distorted geometry. Source: OMol25; level of theory: ωB97M-V with the def2-TZVPD basis set.

Geometry as ORCA input:
```
! wB97M-V def2-TZVPD RIJCOSX def2/J DEFGRID3
* xyz 0 2
C -2.45 0.48 -4.33
H -2.22 2.25 -6.56
C -2.84 2.21 -2.22
H 1.74 -4.04 5.35
H -3.22 -1.03 -3.03
C -0.48 2.80 4.42
H -1.89 -6.36 -2.42
H 2.83 -2.36 0.60
H -1.72 3.86 1.45
S -1.84 -1.51 2.45
C -3.18 0.88 -2.08
C 3.00 1.67 0.86
C 4.98 -2.37 -2.03
C -1.06 3.64 3.48
P -0.04 -0.68 2.26
H 5.80 -2.94 -2.44
H 3.80 -2.79 5.82
C 0.60 -1.18 0.73
C -2.08 1.81 -4.48
Co -1.32 -0.78 0.00
H -0.35 3.12 5.44
C 3.24 -1.11 4.62
H -5.18 2.08 -0.18
H 4.79 -3.61 -0.29
C 1.88 3.93 -0.29
C -2.68 -5.66 -2.18
C 2.94 4.05 0.60
H 4.33 3.02 1.86
O -1.10 1.44 0.56
C -1.26 3.21 2.18
H -1.09 3.29 -5.67
N -4.13 -3.42 -1.19
C -2.98 0.01 -3.15
C 1.39 2.68 -0.62
H 2.42 0.41 3.34
C 2.82 -0.97 -1.02
H -2.30 -0.21 -5.15
C 1.95 1.54 -0.04
C 3.50 2.92 1.17
H -0.66 1.62 -6.05
C 0.91 -2.52 4.10
H 3.32 5.03 0.85
H 0.59 2.56 -1.33
H 1.44 4.81 -0.74
H -1.37 4.63 3.76
S -3.83 0.14 -0.60
H 0.35 0.86 4.78
H -3.33 -6.12 -1.43
C -4.43 1.55 0.39
H 4.15 -0.56 4.84
H 3.43 0.78 1.30
P 1.31 -0.13 -0.45
H -4.58 -2.65 -0.72
C 2.29 -0.57 3.78
H -0.01 -3.04 3.90
C 1.11 -1.27 3.53
H -3.27 -5.46 -3.08
H -3.62 2.21 0.69
N -2.10 -4.44 -1.67
H -4.87 1.10 1.28
O -2.16 -2.33 -0.93
H 4.95 -0.96 -3.64
C 4.40 -2.76 -0.83
H -4.59 -4.31 -1.18
H -2.00 3.71 -3.48
H -1.39 2.15 -0.05
C 1.88 -3.07 4.91
C -2.29 2.67 -3.40
C 3.32 -2.06 -0.33
H 3.01 0.29 -2.72
C -0.28 1.08 2.74
C -1.48 2.28 -5.76
C -2.77 -3.36 -1.22
C 3.05 -2.36 5.17
C 4.49 -1.27 -2.71
H -3.02 2.91 -1.41
C -0.09 1.52 4.05
C -0.88 1.93 1.82
C 3.42 -0.56 -2.20
S 0.08 0.01 -2.02
H -1.10 -4.30 -1.73
*
```

## Properties
energy above the lowest of the compared OMol25 structures with the same formula, charge and spin	37.8	kJ/mol
E_HOMO (alpha / beta)	-7.1 / -6.7	eV
LUMO energy (alpha / beta)	0.43 / 0.45	eV
frontier orbital gap (alpha / beta)	7.48 / 7.11	eV

Atom charges from the Mulliken analysis, given in e for atoms 1 to 4:
1. C -0.5169
2. H 0.3470
3. C -0.3789
4. H 0.4189